i.
This record from the Open Molecules 2025 dataset describes C8H8O in the gas phase. The level of theory is wB97M-V/def2-TZVPD.

For the molar mass, the calculation gives 120.151 g mol⁻¹. The calculation puts the LUMO energy (spin up / spin down) at 0.0305 / -0.1238 Ha. As for the orbital gap (spin up / spin down): 0.200 / 0.200 Eh. The spin multiplicity is 3.

Last columns: bonded neighbours and bond lengths (Å).
Atoms and positions in Å:
1 C -1.32223 0.63136 2.00340  C2 1.371, C3 1.421, H10 1.141
2 C -0.52335 1.71275 1.73647  C1 1.371, C4 1.453, H11 1.073
3 C -1.10564 -0.59707 1.32249  C1 1.421, C5 1.374, H12 1.097
4 C 0.65294 1.65714 0.88560  C2 1.453, C6 1.361, H13 1.091
5 C -0.14662 -0.57109 0.33825  C3 1.374, C6 1.407, C7 1.525
6 C 0.71172 0.52446 0.13259  C4 1.361, C5 1.407, C7 1.456
7 C 0.84097 -0.56608 -0.82320  C5 1.525, C6 1.456, C8 1.825, O9 1.431
8 C 0.09384 -0.87626 -2.45921  C7 1.825, H14 1.036, H15 1.076, H16 1.054
9 O 2.00919 -1.39205 -0.78143  C7 1.431, H17 0.955
10 H -2.14159 0.75469 2.78716  C1 1.141
11 H -0.93172 2.54028 2.28454  C2 1.073
12 H -1.63418 -1.54987 1.44701  C3 1.097
13 H 1.33961 2.48014 0.68349  C4 1.091
14 H 0.76603 -0.53671 -3.17106  C8 1.036
15 H -0.81743 -0.31555 -2.34597  C8 1.076
16 H 0.12904 -1.92921 -2.49970  C8 1.054
17 H 2.07942 -1.96694 -1.54043  O9 0.955



ii.
This record from the Open Molecules 2025 dataset describes C8H8O in the gas phase. The level of theory is wB97M-V/def2-TZVPD.

For the molar mass, the calculation gives 120.151 g mol⁻¹. The calculation puts the LUMO energy (spin up / spin down) at 0.0374 / -0.0714 Ha. As for the orbital gap (spin up / spin down): 0.195 / 0.275 Eh. The spin multiplicity is 3.

Last columns: bonded neighbours and bond lengths (Å).
Atoms and positions in Å:
1 C 1.21995 -1.66917 -0.30131  C2 1.325, C5 1.541, H10 1.151
2 C 1.06633 -1.48905 1.00194  C1 1.325, C6 1.581, H11 0.990
3 C 1.96124 0.79089 -0.65350  C4 1.297, C5 1.496, H12 0.984
4 C 1.87182 1.05141 0.61425  C3 1.297, C6 1.511, H13 1.143
5 C 0.85798 -0.21900 -0.67732  C1 1.541, C3 1.496, C6 1.651, C7 1.500
6 C 0.77763 0.06415 0.94710  C2 1.581, C4 1.511, C5 1.651, C7 1.529
7 C -0.38213 0.30898 -0.01803  C5 1.500, C6 1.529, O9 1.354, H14 1.043
8 C -2.76540 0.34562 -0.27061  O9 1.411, H15 1.137, H16 1.151, H17 1.196
9 O -1.54965 -0.36215 -0.15607  C7 1.354, C8 1.411
10 H 1.12579 -2.49973 -1.09245  C1 1.151
11 H 1.05781 -2.15303 1.73584  C2 0.990
12 H 2.51864 1.02022 -1.43073  C3 0.984
13 H 2.35056 1.84258 1.28672  C4 1.143
14 H -0.47751 1.33275 -0.19333  C7 1.043
15 H -3.47354 -0.07587 -1.05453  C8 1.137
16 H -2.67234 1.48426 -0.41322  C8 1.151
17 H -3.48717 0.22716 0.67524  C8 1.196



Which structure is most stable? i, by 2.395 eV over the runner-up.



i.
This record from the Open Molecules 2025 dataset describes a 2-piece molecular cluster, CH6NOPS overall. The level of theory is wB97M-V/def2-TZVPD.

For the molar mass, the calculation gives 111.106 g mol⁻¹. The calculation puts the LUMO energy at -0.0749 Ha. As for the orbital gap: 0.231 Eh. The spin multiplicity is 1.

Last columns: bonded neighbours and bond lengths (Å).
Atoms and positions in Å:
1 C 0.16757 -1.43435 0.90031  P4 1.832, H6 1.088, H7 1.089, H8 1.093
2 N -1.69902 1.82305 0.02643  H9 1.020, H10 1.022
3 O 0.38906 -0.57709 -1.57798  P4 1.623, H11 0.961
4 P 0.71189 0.00285 -0.09678  C1 1.832, O3 1.623, S5 1.955
5 S 2.57714 0.57010 0.04928  P4 1.955
6 H 0.61501 -1.38817 1.89129  C1 1.088
7 H -0.91821 -1.41149 0.97464  C1 1.089
8 H 0.48473 -2.33743 0.37336  C1 1.093
9 H -1.54438 2.20171 -0.90831  N2 1.020
10 H -1.31552 2.51589 0.67271  N2 1.022
11 H 0.53173 0.03493 -2.30497  O3 0.961



ii.
This record from the Open Molecules 2025 dataset describes a 2-piece molecular cluster, CH6NOPS overall. The level of theory is wB97M-V/def2-TZVPD.

For the molar mass, the calculation gives 111.106 g mol⁻¹. The calculation puts the LUMO energy at -0.0246 Ha. As for the orbital gap: 0.286 Eh. The spin multiplicity is 1. The structure (SMILES) is N#S#[PH2].CO.

Last columns: bonded neighbours and bond lengths (Å).
Atoms and positions in Å:
1 C -1.92511 0.42056 -0.10321  O3 1.434, H6 1.053, H7 1.053, H8 1.084
2 N 1.66293 -1.82950 0.56816  S5 1.443
3 O -1.68618 -0.89255 -0.62708  C1 1.434, H9 0.986
4 P 3.00655 0.70552 -0.44539  S5 2.243, H10 1.355, H11 1.431
5 S 1.39754 -0.85657 -0.46369  N2 1.443, P4 2.243
6 H -1.18085 1.08815 -0.43283  C1 1.053
7 H -1.80637 0.36327 0.94119  C1 1.053
8 H -2.93613 0.78695 -0.23753  C1 1.084
9 H -1.56702 -1.56944 0.08048  O3 0.986
10 H 2.00581 1.57802 -0.17538  P4 1.355
11 H 3.02883 0.20560 0.89527  P4 1.431



Which structure is most stable? i, by 1.699 eV over the runner-up.